[1]
Below is the molecule C3H7NO2P2 at a distorted geometry, with properties calculated with ωB97M-V with the def2-TZVPD basis set.

Positions of all 15 atoms, in Å:
C1 0.20999 1.73585 0.62336
C2 1.10221 0.34807 -1.16477
C3 0.66461 0.27545 0.28363
N1 -0.41177 -0.62326 0.62042
O1 -0.30350 -2.54239 -1.26575
O2 -3.26557 -1.87766 1.67032
P1 -1.01257 -1.71629 -0.27172
P2 -2.59125 -2.95143 0.91189
H1 -0.41296 2.03322 -0.27650
H2 -0.18997 1.69429 1.68087
H3 1.08558 2.44915 0.76385
H4 2.09332 0.63919 -1.05467
H5 0.44464 1.14432 -1.60674
H6 1.11469 -0.48570 -1.84347
H7 1.47254 -0.12281 0.92927

For the HOMO energy (spin up / spin down), the calculation gives -9.7 / -9.7 eV. The calculation puts the frontier orbital gap (spin up / spin down) at 0.2775 / 0.2775 hartree.

***

[2]
Below is a cluster of 15 separate species, H30O15 in total at a distorted geometry, with properties calculated with ωB97M-V with the def2-TZVPD basis set.

Positions of all 45 atoms, in Å:
O1 -4.33312 -0.50654 1.54490
H1 -4.52729 -1.13328 0.85096
H2 -4.81921 0.30967 1.43265
O2 2.17282 0.63629 -3.23808
H3 1.54652 -0.09901 -3.23019
H4 2.91778 0.41577 -2.66285
O3 2.42114 0.39722 3.36803
H5 2.89491 0.56922 4.18548
H6 1.89380 -0.38781 3.51980
O4 -2.83090 -0.59311 -1.84474
H7 -3.34041 -0.63008 -1.03472
H8 -2.36236 0.21480 -1.63507
O5 0.17279 1.83010 1.79078
H9 -0.36384 1.17443 2.25558
H10 0.92242 2.12552 2.34058
O6 -1.89057 0.14557 1.95095
H11 -1.32383 -0.33505 1.33255
H12 -2.68250 -0.31277 2.32586
O7 3.64805 -0.37381 -1.24753
H13 3.55256 -0.92148 -0.46590
H14 4.50910 -0.65560 -1.63013
O8 1.30821 2.02657 -1.04441
H15 1.23026 2.97790 -1.12863
H16 2.07813 1.65083 -1.46692
O9 0.31133 -3.28842 -0.92842
H17 -0.29916 -2.64792 -0.53185
H18 0.28555 -3.89434 -0.17877
O10 2.81575 -2.45043 2.09692
H19 3.33352 -1.81971 2.59224
H20 2.04972 -2.10256 1.63539
O11 -0.34799 0.92587 -2.99679
H21 0.18393 1.01650 -2.18755
H22 -0.02066 0.88294 -3.90096
O12 -1.49287 1.95664 4.31322
H23 -2.06138 1.95124 3.51563
H24 -0.64257 1.83151 3.85194
O13 1.15937 -0.45249 0.37322
H25 1.08721 0.42244 0.81294
H26 2.08242 -0.59571 0.14632
O14 -0.26402 -1.47497 -4.14211
H27 -1.07267 -1.40940 -3.56227
H28 -0.16819 -2.42546 -3.96642
O15 -3.02494 1.29122 -0.37551
H29 -3.20581 2.22220 -0.50493
H30 -2.26951 1.12424 0.25029

For the HOMO energy (spin up / spin down), the calculation gives -13.4 / -13.4 eV. The calculation puts the frontier orbital gap (spin up / spin down) at 0.3855 / 0.1315 hartree. As for the multiplicity: 2. Its expectation value of S² is 0.7563. Its charge is +1.

***

[3]
Below is a cluster of 16 separate species, C22H76O16 in total at a distorted geometry, with properties calculated with ωB97M-V with the def2-TZVPD basis set.

Positions of all 114 atoms, in Å:
C1 0.29691 22.61344 12.73085
O1 -0.17475 22.03761 11.52324
H1 1.25992 22.27143 13.10996
H2 0.48063 23.67725 12.58030
H3 -0.46876 22.59631 13.50645
H4 -0.80880 22.61072 11.08607
C2 -11.19126 14.48205 12.48392
O2 -10.01125 15.13741 12.86465
H5 -11.77958 15.09355 11.79977
H6 -10.91173 13.50942 12.07900
H7 -11.83339 14.32949 13.35138
H8 -10.31304 16.01611 13.10635
C3 -0.89458 21.41444 19.54747
O3 -1.30342 22.57770 18.82993
H9 -0.08139 20.88349 19.05257
H10 -0.65499 21.70510 20.57031
H11 -1.73000 20.71443 19.55994
H12 -0.50434 23.10164 18.73746
C4 -9.74273 25.46336 14.32120
O4 -10.01445 26.34962 15.43749
H13 -10.29289 24.54996 14.54730
H14 -10.00020 25.88066 13.34772
H15 -8.67553 25.24353 14.35041
H16 -9.29824 26.98865 15.45389
C5 -4.12951 25.91458 9.32603
O5 -3.67820 24.57840 9.49403
H17 -4.76346 26.12290 10.18791
H18 -3.29847 26.61258 9.22471
H19 -4.77686 26.01425 8.45477
H20 -4.40884 23.96900 9.36596
C6 -6.13212 25.13941 19.53799
O6 -5.75115 23.87391 19.06249
H21 -5.78772 25.33423 20.55363
H22 -5.70769 25.94908 18.94437
H23 -7.21601 25.21435 19.62561
H24 -4.79171 23.84117 19.06517
O7 -6.14632 14.03270 15.34641
H25 -5.24152 14.30198 15.18812
H26 -6.65977 14.53117 14.71071
O8 -6.79135 21.27754 8.24027
H27 -6.83165 20.43555 7.78678
H28 -7.57275 21.29007 8.79299
C7 -11.55800 22.85029 7.91096
C8 -11.79965 21.93779 9.14009
O9 -10.58904 21.78852 9.80853
H29 -11.01898 22.23445 7.19103
H30 -10.84560 23.63949 8.15127
H31 -12.41601 23.30684 7.41752
H32 -12.18146 20.94832 8.88854
H33 -12.53002 22.40277 9.80225
H34 -10.86728 21.38668 10.63479
C9 -12.53197 18.76724 17.00415
C10 -12.57824 19.78297 15.88314
O10 -11.57136 19.35252 14.91471
H35 -13.26794 18.97318 17.78135
H36 -11.55594 18.70902 17.48589
H37 -12.71448 17.76302 16.62163
H38 -12.37624 20.74691 16.35017
H39 -13.58268 19.81993 15.46143
H40 -10.74998 19.54193 15.37413
C11 -1.16517 15.19917 16.96063
C12 -0.95099 15.98609 15.63908
O11 -1.98929 15.71850 14.76343
H41 -2.12350 15.41815 17.43154
H42 -0.33324 15.39577 17.63690
H43 -1.05670 14.13717 16.74044
H44 0.01931 15.80257 15.17761
H45 -0.82779 17.06854 15.67391
H46 -1.61654 16.03675 13.93798
C13 -5.84778 15.80806 8.70046
C14 -6.97460 15.92611 7.69262
O12 -6.66695 16.85854 6.74224
H47 -5.59665 16.75857 9.17117
H48 -4.93309 15.53459 8.17449
H49 -6.08886 15.06330 9.45895
H50 -7.95679 16.21972 8.06302
H51 -7.09286 14.97343 7.17636
H52 -5.91259 16.48733 6.27884
C15 -7.17273 19.59413 23.07429
C16 -7.63307 19.04322 21.77766
O13 -8.42577 17.91964 22.11944
H53 -6.52374 18.89547 23.60231
H54 -7.94742 19.84162 23.80004
H55 -6.51065 20.44477 22.91258
H56 -6.72002 18.65226 21.32869
H57 -8.08864 19.88285 21.25270
H58 -8.47098 17.30170 21.38615
C17 -1.86967 28.10272 15.93657
C18 -1.35946 28.73757 14.61431
O14 -1.22466 30.15536 14.90429
H59 -1.04142 28.02304 16.64067
H60 -2.38821 27.15362 15.80087
H61 -2.62620 28.73743 16.39798
H62 -2.15057 28.65509 13.86902
H63 -0.47354 28.30512 14.14931
H64 -1.05960 30.53959 14.04016
C19 1.92855 15.87219 10.20072
C20 0.86444 16.74254 9.59301
O15 0.10451 17.29096 10.62808
H65 1.47537 15.06367 10.77433
H66 2.56712 16.36006 10.93713
H67 2.62348 15.38440 9.51717
H68 0.23763 16.21572 8.87352
H69 1.23493 17.62967 9.07935
H70 0.19400 18.24637 10.65593
C21 -5.26417 21.17739 14.10786
C22 -5.74124 19.97016 14.96180
O16 -6.83020 20.43167 15.77254
H71 -4.82059 21.90639 14.78602
H72 -6.07807 21.65877 13.56569
H73 -4.50155 20.76835 13.44514
H74 -4.90993 19.56529 15.53895
H75 -6.15488 19.18860 14.32448
H76 -6.46926 21.02669 16.43381

For the HOMO energy, the calculation gives -10.0 eV. The calculation puts the frontier orbital gap at 0.3685 hartree.

***

[4]
Below is a structure of composition CH4INS at a distorted geometry, with properties calculated with ωB97M-V with the def2-TZVPD basis set.

Positions of all 8 atoms, in Å:
C1 0.12044 0.58478 0.23678
N1 -1.28060 -0.58160 -0.51048
S1 -0.96004 -2.08447 0.12047
I1 -3.12600 0.24618 0.20695
H1 0.82424 0.71023 -0.57724
H2 -0.33461 1.59382 0.41994
H3 0.50008 0.16723 1.11593
H4 -0.78045 -2.60812 -1.06397

For the HOMO energy, the calculation gives -8.8 eV. The calculation puts the frontier orbital gap at 0.3000 hartree.

***

[5]
Below is the molecule C5H8O at a distorted geometry, with properties calculated with ωB97M-V with the def2-TZVPD basis set.

Positions of all 14 atoms, in Å:
O1 1.07171 0.82389 -1.49513
C1 0.04834 1.22213 -0.62914
C2 -0.91776 0.10429 -0.33584
C3 -0.22283 -1.24304 -0.00508
C4 0.71223 -0.52514 0.99786
C5 -0.06900 0.76300 0.76651
H1 0.48367 0.15432 -1.86498
H2 -0.36866 2.20602 -0.84876
H3 -1.97184 0.19280 -0.56637
H4 0.25139 -1.86075 -0.78124
H5 -0.93991 -1.87770 0.52620
H6 0.64734 -0.89291 2.02285
H7 1.76185 -0.47795 0.69137
H8 -0.48653 1.41104 1.52174

For the HOMO energy, the calculation gives -9.6 eV. The calculation puts the frontier orbital gap at 0.3894 hartree. As for the structure (SMILES): O[C@H]1[C@H]2CC[C@@H]12.

***

[6]
Below is a structure of composition C4H5N3 at a distorted geometry, with properties calculated with ωB97M-V with the def2-TZVPD basis set.

Positions of all 12 atoms, in Å:
C1 0.20846 -1.87483 0.07715
C2 0.62328 0.08610 0.18802
C3 -1.39557 0.42686 -0.52170
C4 -0.33190 -0.57613 -0.59067
H1 -0.50279 -2.30892 0.78021
H2 0.53351 -2.46156 -0.74561
H3 2.12418 -1.00818 0.39622
H4 -0.84055 2.67485 -0.43561
H5 -2.49277 0.07611 -0.91670
N1 1.19736 -0.94202 0.87053
N2 0.44741 1.43052 0.33838
N3 -0.70866 1.60516 -0.35109

For the HOMO energy, the calculation gives -8.7 eV. The calculation puts the frontier orbital gap at 0.3520 hartree.